Here is a 12-piece molecular cluster, C51H109N5O16 overall at a distorted geometry from the Open Molecules 2025 dataset. Energies are from ωB97M-V/def2-TZVPD.

Values from the calculation:
HOMO energy, eV: -4.02
Molar mass, Da: 1048.452
Gap between HOMO and LUMO, eV: 7.73
Charge: -2

```
181
Properties=species:S:1:pos:R:3:forces:R:3:mulliken_charge:R:1
O 4.13615 -2.86795 0.02278 -0.5744 0.0558 1.0047 -0.56
O -1.33201 -5.19925 -0.80709 0.0460 -3.8460 -2.1006 -0.74
O 4.46471 3.20936 0.63788 0.6489 -0.4665 -0.3494 -0.63
O -1.79835 -3.03881 -0.98316 -0.0426 0.5888 -0.9495 -0.44
O 6.37304 2.08191 6.75065 0.0031 0.0519 -0.0527 -0.73
O -5.20971 0.45130 -3.40745 1.3793 0.1290 1.4265 -0.50
O -3.45930 0.53851 2.49424 -0.8844 0.7623 -0.1154 -0.71
O 5.09106 -2.65642 -2.23275 0.0351 0.1084 -0.9833 -0.75
O -4.99964 2.22802 2.56977 0.5159 0.6044 -0.9583 -0.79
O -0.94222 1.73844 -3.24666 1.7251 0.0578 0.1112 -0.64
O 8.24479 1.50172 5.61362 -0.7786 0.4139 0.6446 -0.75
O 3.19564 -2.32653 2.00027 0.3995 -0.2746 -0.8135 -0.78
O 0.72087 4.25430 2.46428 0.3608 0.0447 -0.5828 -0.67
O 2.28625 3.59306 0.58503 -0.5189 -0.3275 -0.6672 -0.01
O -6.34180 -0.78021 -4.90863 0.2651 1.8625 0.9319 -0.79
O 1.20017 1.23479 -3.84107 -0.5438 0.6049 0.5544 -0.72
N -1.00439 -1.62052 -4.53892 2.2369 0.4629 0.1104 0.42
N -1.72221 3.11040 0.70972 0.1892 -0.2177 -1.8153 0.49
N -5.23928 -1.28964 -0.26638 -0.9459 0.8542 0.3080 1.24
N 3.71278 0.08513 -1.70334 0.3716 -0.1735 0.6620 0.96
N 4.20829 1.05026 3.84812 -0.0736 -1.1236 1.0453 1.29
C 0.70337 3.47740 -3.12058 2.0175 -1.6012 0.0834 -1.66
C -0.84856 -3.85484 1.04048 -2.7834 -0.0509 0.0704 -0.69
C 3.64254 -0.80618 -2.95009 -0.0763 0.2401 -1.3102 -0.27
C 3.66538 1.57688 -2.09410 -0.1610 -1.6903 -0.8263 -0.04
C -5.34045 0.46661 4.00420 0.3895 -0.2810 0.7758 -1.51
C 3.87446 -3.08217 1.25157 -0.6083 2.2512 -0.7383 0.46
C 0.30149 2.01205 -3.40015 -1.3038 0.3547 -0.6193 1.22
C 4.39351 2.50213 4.11678 2.3406 0.4827 -0.0967 -0.72
C 2.71726 2.47630 5.83657 -0.4081 2.2667 1.3880 -0.96
C -3.41824 -1.58028 -5.20067 1.0850 -1.9510 0.8018 -1.30
C 2.55394 -0.19074 -0.83954 -2.0246 -0.3655 -0.0101 0.79
C -1.49977 3.44675 2.16267 -2.2393 -1.0836 -0.9263 -0.76
C -5.01525 -3.37890 -1.61832 -1.7205 -0.7538 1.9643 0.44
C -3.23181 -0.43352 -6.09603 -0.2654 1.6801 -0.3940 -0.47
C -3.80235 -0.93049 -0.46217 -1.2508 2.1700 -0.4650 -0.42
C -7.98336 0.08318 1.46639 1.9370 -0.2392 1.8315 -0.95
C -5.08716 -4.21590 -0.26450 -0.9412 -0.6806 -1.1153 -1.10
C -0.70334 -0.44930 -5.51395 0.4619 -1.0554 0.6423 -0.44
C -1.80138 -0.31407 -6.56176 1.0096 0.1750 -1.2589 -1.03
C -0.98591 3.99135 -0.27477 2.8650 0.1811 1.5816 -0.38
C 3.49079 3.93984 0.44488 0.1389 1.3173 0.4010 0.45
C 3.76390 5.46210 0.22703 -1.6620 0.2481 1.2770 -1.71
C 4.43255 -4.27474 1.85589 1.3792 -1.9618 1.0523 -1.24
C -2.40728 -1.49110 -4.03013 -0.1528 1.3975 -2.3224 0.07
C -5.39419 -2.03920 0.99855 -1.0006 0.7687 0.5510 -0.15
C 3.27679 0.91935 2.70693 -0.3587 0.2577 -0.2012 0.36
C -6.76991 1.65070 -4.74071 0.4312 -0.6676 0.9720 -1.52
C -1.42643 1.64817 0.33092 1.2765 0.8890 1.6366 -0.85
C 6.89724 -1.50185 2.68389 0.9561 1.5708 -0.5414 -1.39
C 5.56688 0.45947 3.51615 0.3664 0.4032 -0.4260 -0.81
C -4.51628 1.12354 2.87994 -0.1316 -1.0849 1.0737 0.90
C 0.55052 -4.53824 -3.68146 1.5715 -1.6115 0.3967 -1.47
C -1.36864 -4.07878 -0.41449 -0.1412 2.8492 2.8259 0.50
C -4.64999 -3.30331 0.89045 1.9299 -2.0151 0.8364 0.56
C 3.16737 3.19007 4.53890 0.7140 -0.5274 2.5131 0.50
C 8.40606 1.77875 7.98208 -1.0646 1.7366 -1.7213 -1.13
C -6.07835 -0.00829 -0.26519 1.2072 0.0500 0.5671 0.07
C 3.82233 -2.34120 -2.76475 0.1800 0.3234 0.4280 -0.13
C -7.55775 -0.13773 0.04313 -0.5257 1.9402 -0.8778 -0.79
C 3.71696 0.34843 5.12243 0.3595 -0.3437 -0.5373 -0.77
C -0.65826 -4.21484 -4.45575 -2.1099 0.1458 0.5415 0.07
C 4.94536 -0.06097 -0.79155 -1.0767 0.6140 0.6287 -0.42
C 5.79068 -1.05312 3.59136 -2.0133 -1.0123 1.1595 0.48
C -6.03268 0.31475 -4.30201 -2.7606 -1.4008 -2.3314 0.73
C -0.55556 -2.90586 -5.25188 -1.9807 -0.0102 2.1171 -1.03
C -3.17908 3.36951 0.36163 0.0785 -1.2389 1.0770 -1.02
C -0.04437 -1.42381 -3.31926 -1.9908 0.1165 -0.4784 1.09
C 2.48113 1.01362 5.70193 -0.1244 -0.2977 -2.0828 -0.65
C 7.59789 1.80964 6.66053 0.7396 -1.1741 -1.0390 0.71
C -0.15331 3.17706 2.68676 0.7908 0.5612 2.1482 0.20
C -5.79652 -2.07067 -1.38721 1.8244 -1.8974 -0.5531 -0.63
H -6.77174 -2.33668 -1.13730 -1.7858 -0.1116 0.3210 0.56
H -4.40017 -1.65630 -4.77526 -0.6127 0.1934 -0.0115 0.45
H 1.65245 -0.34960 -1.47051 0.4887 0.7409 0.3244 -0.64
H 3.16406 -0.12000 2.34249 0.2749 0.4464 0.2672 -0.15
H -2.11667 1.48658 -0.44298 -0.1747 -0.5850 -1.5293 0.67
H 2.66323 1.76014 -2.46236 0.1328 0.0525 -0.2979 -0.10
H 2.68486 -0.59134 -3.51265 0.6772 0.0447 1.2324 0.02
H -6.47722 2.37598 -4.01966 -0.0717 0.6180 1.0992 0.32
H -0.99666 5.00292 0.11826 -0.5941 0.2643 -0.1130 0.27
H 3.16190 5.95192 1.06710 0.8355 -0.3862 -1.0698 0.26
H -1.52197 -3.11560 1.56941 0.9646 -0.6007 -0.4701 0.08
H -2.58608 -2.14257 -3.24351 -0.0655 -1.6677 1.3049 0.03
H 1.34075 4.08386 1.65739 -0.6451 -0.0799 0.9249 0.34
H 1.43704 3.80332 -3.84270 0.0002 0.0808 -0.7179 0.41
H 3.37270 4.25113 4.72362 0.0305 -0.2769 0.0458 0.52
H 8.22126 2.79836 8.31483 0.3690 -0.0154 0.7579 0.27
H 3.42761 2.64507 6.69673 -0.5190 0.1441 -0.9442 0.29
H 0.69433 -4.06103 -2.73908 -0.1910 0.4863 0.6266 0.17
H 1.67221 0.89477 4.96680 -0.1390 -0.3037 0.3175 0.15
H -3.54342 -3.07578 0.80820 -1.1992 -0.3108 -0.2308 -0.67
H 9.42630 1.58866 7.76901 0.9495 -0.1897 0.0214 0.32
H -6.19928 -4.55965 -0.20134 1.5592 0.7584 0.3352 0.36
H 2.31314 1.34868 2.99795 0.1142 -0.4358 -0.0845 -0.36
H 0.10922 -3.46941 0.90622 1.8244 0.7305 0.3584 0.07
H -0.29415 3.02606 3.80793 0.2091 0.4048 -1.0179 0.32
H 5.92826 -1.40181 4.64027 0.3010 0.6172 -0.5029 0.36
H -0.33803 1.61942 0.05744 -1.2325 -0.3458 0.1063 -0.19
H 5.22865 -3.99428 2.62073 -1.0605 -0.5067 -0.8642 0.20
H -0.58801 0.42221 -4.82679 -0.2135 -0.5966 -0.9590 0.29
H 1.76350 2.99540 6.03998 0.2091 -0.3851 0.6425 0.54
H -1.72229 0.96874 1.14988 0.3342 0.5516 -0.1259 0.34
H -5.74298 -1.46523 -2.25083 -0.1344 0.7636 -1.0540 -0.10
H -3.84939 -0.43772 -6.99966 -0.2118 -0.2503 0.2637 0.45
H 3.70790 -2.79101 -3.78972 0.0172 0.3811 0.8060 0.43
H 4.83472 2.92207 3.23494 0.0314 0.1461 -0.8986 0.81
H 7.95282 1.07335 8.60792 -0.5216 -0.9565 1.2023 0.29
H -7.96552 -1.08556 -0.24319 -0.3295 -0.2807 -0.8522 0.29
H 3.47544 5.97585 -0.69328 -0.4224 -0.6311 -0.1409 0.30
H 3.58116 -4.74921 2.32481 0.0518 -0.2929 0.6884 0.33
H 4.81496 -5.00508 1.11721 0.1263 0.5883 0.3483 0.28
H 4.79093 5.68140 0.36167 1.0816 0.0533 0.3271 0.44
H -0.77717 -4.98059 -5.21716 -0.1407 -0.2047 -0.1680 0.48
H -7.84788 1.74307 -4.89363 0.1465 -0.7324 -0.1097 0.30
H -3.77983 2.81108 1.18371 0.3155 0.6227 -1.8226 0.39
H 3.90512 2.14241 -1.23193 0.1066 0.4380 0.8357 -0.26
H -2.42992 -0.48491 -3.59674 -0.1017 0.0243 -0.1283 0.30
H -1.67441 -1.07772 -7.38499 0.1826 0.6894 0.6977 0.33
H -3.86104 -0.18643 -1.27791 0.4879 -0.4132 0.0906 0.22
H 0.27381 2.24159 2.39035 0.1384 -0.7482 -0.6833 -0.09
H 2.57568 -1.07451 -0.20883 1.0037 -0.3689 -0.2673 0.02
H 4.42413 1.72599 -2.86199 -0.1169 0.0200 -0.0599 0.38
H -4.67884 -3.86826 1.84796 -0.3292 0.3985 -0.4031 0.52
H 3.07258 -2.78476 -2.07005 0.0618 0.4826 -0.6696 -0.03
H -1.11968 -3.02044 -6.14207 -0.5380 0.2828 -0.8681 0.86
H -1.58069 -4.32778 -3.76653 1.2533 0.5795 -1.1222 -0.20
H -5.17673 -0.61373 4.15612 -0.1650 0.3429 -0.2943 0.29
H -6.39645 0.74981 3.96045 0.1821 -0.2830 -0.2154 0.29
H -3.28759 4.42399 0.53543 -0.4176 0.5846 -0.1440 0.48
H 6.20763 0.95085 4.22571 0.7098 0.1587 0.3290 0.42
H -4.05388 -3.07450 -1.84467 2.2446 -0.0813 -0.4496 -0.74
H 5.83147 0.84534 2.51503 -0.2568 -0.1678 0.3059 0.15
H -3.53319 0.44127 -5.52618 0.0399 0.4064 0.0179 0.13
H 2.37847 3.14175 3.86629 -1.3275 0.0815 -1.5177 -0.66
H 0.29550 -0.75412 -5.97880 -1.2718 0.8519 0.6008 0.39
H 1.45091 -4.42666 -4.25492 0.6584 0.8376 -0.6226 0.43
H -7.39291 0.90114 1.92618 -0.1816 -0.3042 -0.2576 0.08
H -0.16707 -0.36922 -2.97623 0.1941 -0.9562 -0.4046 -0.63
H -5.41006 -3.96133 -2.45050 -0.1879 0.2521 -0.0171 0.55
H 4.87032 -0.88194 -0.05638 -0.2073 0.1796 -0.9413 -0.17
H -0.09276 4.14832 -3.07383 -1.3487 0.9374 0.1808 0.58
H 0.15070 3.82269 -0.33885 -1.7616 -0.4783 0.2797 -0.30
H 3.69609 1.63972 2.00359 -0.2123 -0.4548 -0.6679 -0.10
H 5.04674 0.88958 -0.25014 -0.2804 -0.2346 -0.0800 0.20
H 1.32456 3.50350 -2.22262 -0.3760 0.0536 0.4572 -0.07
H -3.24207 -2.50259 -5.79418 -0.0623 0.0411 0.4825 0.41
H -3.49469 -0.41925 0.45204 0.1244 -0.2057 0.0056 -0.24
H 6.44663 -1.62183 1.68178 0.7852 0.6059 0.0222 0.15
H -4.52243 -5.20523 -0.25073 -0.3085 1.5278 -0.2940 0.43
H 3.51638 -0.68446 4.74624 0.2896 0.6317 0.8616 0.44
H -6.24326 2.03440 -5.56663 0.4380 0.1706 -1.7332 0.40
H 4.37661 -0.41092 -3.69485 0.0265 -0.3940 0.9415 0.27
H -1.77074 4.48149 2.25950 0.1787 0.6595 0.1052 0.32
H -4.98940 -1.38637 1.79991 -0.4124 -0.3748 -0.3292 -0.48
H -7.68106 -0.83824 2.03441 -0.6579 0.8886 -0.0671 0.19
H 5.20216 2.62984 4.87053 -0.6241 -0.4913 0.0002 0.10
H -0.87088 -4.80961 1.57521 0.3007 0.2332 -0.0430 0.27
H 7.31323 -2.45163 2.89411 0.1062 -1.1883 0.6557 0.45
H -2.33469 2.88354 2.63387 0.8313 0.0095 0.1249 0.28
H 2.45950 0.63019 -0.14621 -0.2984 0.5545 -0.0038 -0.26
H -0.47450 -2.11850 -2.59517 0.5177 -0.0335 0.3240 -0.42
H -6.49167 -2.21813 1.10980 0.8288 0.1285 0.1503 0.50
H 5.75424 -0.13128 -1.44176 1.6007 -0.5016 -0.9115 0.44
H -1.42288 3.89116 -1.23472 -0.3726 -0.1484 -0.7855 0.55
H 0.45475 -2.72332 -5.46746 1.3725 0.2014 -0.4982 0.70
H -3.29795 3.12149 -0.73967 -0.2530 0.1135 1.5853 0.40
H -7.96509 0.72063 -0.57661 -0.0605 -1.2773 0.3943 0.39
H 4.55180 0.46807 5.84797 -0.2977 -0.4675 -0.5235 0.38
H -5.88042 0.40185 -1.24184 -0.3159 -0.0509 -0.6243 0.29
H -9.01005 0.34507 1.66659 -0.5093 -0.2987 -0.3902 0.47
H 4.92224 -2.86948 -1.28402 0.0481 -0.0804 -0.0215 0.56
H 4.87169 -1.61567 3.29951 0.4297 0.5642 -0.0488 -0.26
H -4.96878 0.94995 4.92066 -0.0105 -0.1292 -0.0846 0.45
H 2.18960 0.52487 6.61453 -0.0488 -0.1413 0.4210 0.46
H 0.96250 -1.66318 -3.64689 -0.0522 0.0623 0.1073 0.09
H -1.61330 0.69061 -7.00732 -0.2394 -0.6708 0.0022 0.44
H -5.59225 0.71592 0.39251 -0.0288 -0.2615 0.4848 0.03
H 0.67256 -5.60734 -3.49918 -0.7446 -0.1626 0.4089 0.43
H -3.20788 -1.77068 -0.70840 0.7000 -0.6720 -0.1285 0.04
H 7.79357 -0.80005 2.79870 -1.2317 -0.6635 -0.7890 0.34
```
Forces are in eV/Å.